1.
Formula: C3H8BNO
Source: the OMol25 dataset
Level of theory: ωB97M-V/def2-TZVPD

Properties
DFT total energy (Ha): -273.82294

Geometry (Å):
1 B -1.79 -0.49 -0.48
2 C 0.75 0.47 0.02
3 C 0.58 -1.04 0.38
4 C -0.53 1.30 0.17
5 N -0.04 -2.00 -0.53
6 O -1.48 -1.84 -0.77
7 H -2.92 -0.23 -0.59
8 H -0.83 1.53 1.18
9 H 1.55 0.85 0.67
10 H 1.11 0.55 -1.01
11 H 1.57 -1.47 0.53
12 H 0.03 -1.11 1.32
13 H -0.69 2.08 -0.55
14 H 0.38 -1.95 -1.46

natural (NBO) population analysis, charges in e, atoms 1 to 4: atom 1 (B): 0.706, atom 2 (C): -0.455, atom 3 (C): -0.265, atom 4 (C): -0.533



2.
Formula: C8H9BN2O2S
Source: the OMol25 dataset
Level of theory: ωB97M-V/def2-TZVPD

Properties
DFT total energy (Ha): -993.37762

Geometry (Å):
1 C 0.39 -2.14 0.88
2 C -0.39 -0.99 0.31
3 C -1.69 -0.84 0.72
4 C -2.45 0.25 0.24
5 N -3.71 0.55 0.57
6 S -4.11 1.88 -0.21
7 N -2.73 2.17 -1.02
8 C -1.91 1.18 -0.67
9 C -0.57 1.01 -1.11
10 C 0.16 -0.05 -0.63
11 C 1.61 -0.18 -1.09
12 B 2.45 0.62 0.00
13 O 2.72 1.96 -0.20
14 O 2.88 -0.02 1.15
15 H 1.32 -2.34 0.36
16 H -0.20 -3.05 0.91
17 H 0.66 -1.90 1.91
18 H -2.15 -1.54 1.40
19 H -0.11 1.69 -1.82
20 H 1.89 -1.22 -1.13
21 H 1.71 0.25 -2.08
22 H 1.88 2.41 -0.37
23 H 2.34 0.28 1.88

natural (NBO) population analysis, charges in e, atoms 1 to 4: atom 1 (C): -0.638, atom 2 (C): -0.001, atom 3 (C): -0.217, atom 4 (C): 0.142



3.
Formula: H17O8
Source: the OMol25 dataset
Level of theory: ωB97M-V/def2-TZVPD

Properties
Charge: +1
DFT total energy (Ha): -611.77605

Geometry (Å):
1 O 0.62 -0.42 -0.03
2 H -0.04 -1.14 -0.37
3 H 0.05 0.34 0.35
4 H 1.04 -0.14 -0.90
5 O -1.72 0.87 -1.33
6 H -1.65 1.74 -1.04
7 H -1.37 1.15 -2.13
8 O 1.20 -0.45 -2.67
9 H 0.57 -0.86 -3.20
10 H 1.49 0.26 -3.19
11 O 0.09 1.11 2.20
12 H -0.02 1.86 2.65
13 H -0.77 0.80 2.10
14 O -0.87 -2.39 -1.31
15 H -0.34 -3.04 -1.12
16 H -0.68 -2.36 -2.20
17 O 1.50 -0.84 3.59
18 H 1.29 -0.76 4.44
19 H 1.00 -0.24 3.02
20 O -2.25 -0.47 1.50
21 H -3.10 -0.47 1.00
22 H -2.09 -1.11 2.19
23 O 1.77 1.97 -1.11
24 H 1.92 2.55 -1.88
25 H 2.37 2.07 -0.57

natural (NBO) population analysis, charges in e, atoms 1 to 4: atom 1 (O): -0.831, atom 2 (H): 0.557, atom 3 (H): 0.576, atom 4 (H): 0.575



4.
Formula: C33H49AsAuCl4N2O3SSi3
Source: the OMol25 dataset
Level of theory: ωB97M-V/def2-TZVPD

Properties
Charge: -1
DFT total energy (Ha): -7101.18377

Geometry (Å):
1 Au 0.87 0.70 0.19
2 Cl 5.34 2.35 5.43
3 C 4.65 1.95 3.90
4 C 5.36 2.23 2.74
5 Cl 6.91 2.97 2.83
6 C 4.83 1.86 1.51
7 Cl 5.72 2.19 0.07
8 C 3.61 1.19 1.39
9 O 3.18 0.72 0.29
10 C 2.81 0.96 2.60
11 O 1.68 0.43 2.51
12 C 3.41 1.34 3.83
13 Cl 2.52 1.02 5.27
14 C -2.83 4.64 -2.10
15 C -1.79 3.53 -2.19
16 N -0.61 3.89 -1.43
17 C 0.67 3.56 -1.68
18 S 1.70 3.32 -0.38
19 N 1.19 3.48 -2.92
20 C 0.72 4.02 -4.17
21 C 0.38 2.92 -5.18
22 H -3.78 4.30 -2.50
23 H -2.52 5.52 -2.65
24 H -2.99 4.93 -1.06
25 H -1.54 3.33 -3.23
26 H -2.18 2.61 -1.75
27 H -0.78 3.85 -0.43
28 H 2.15 3.15 -2.92
29 H 1.51 4.66 -4.59
30 H -0.15 4.66 -3.98
31 H 1.28 2.36 -5.43
32 H -0.03 3.35 -6.09
33 H -0.34 2.22 -4.76
34 C -4.64 1.19 -1.35
35 C -4.21 1.05 0.11
36 C -4.06 2.43 0.75
37 C -5.31 0.30 0.85
38 Si -2.50 0.13 0.25
39 O -1.29 1.06 -0.15
40 C -2.58 -1.35 -0.95
41 C -3.54 -2.36 -0.93
42 C -3.51 -3.40 -1.84
43 C -2.49 -3.49 -2.78
44 C -1.52 -2.50 -2.80
45 C -1.58 -1.44 -1.92
46 C -2.38 -0.43 2.07
47 C -3.10 -1.49 2.61
48 C -2.98 -1.84 3.94
49 C -2.13 -1.13 4.77
50 C -1.39 -0.08 4.25
51 C -1.53 0.26 2.92
52 H -5.57 1.76 -1.44
53 H -4.79 0.21 -1.79
54 H -3.87 1.70 -1.93
55 H -5.00 2.99 0.72
56 H -3.30 3.01 0.24
57 H -3.76 2.32 1.79
58 H -6.25 0.87 0.83
59 H -5.04 0.13 1.89
60 H -5.50 -0.66 0.38
61 H -4.32 -2.35 -0.19
62 H -4.28 -4.17 -1.82
63 H -2.46 -4.31 -3.47
64 H -0.69 -2.57 -3.51
65 H -0.84 -0.66 -1.96
66 H -3.75 -2.08 1.97
67 H -3.54 -2.69 4.34
68 H -2.05 -1.40 5.82
69 H -0.71 0.46 4.89
70 H -0.94 1.07 2.52
71 C 1.93 -3.11 2.50
72 Si 1.15 -3.26 0.76
73 C -0.74 -3.41 1.00
74 C 1.58 -4.96 -0.06
75 As 1.72 -1.54 -0.72
76 Si 4.08 -1.55 -0.43
77 C 4.95 -1.46 1.29
78 C 4.58 -3.34 -0.99
79 C 4.88 -0.50 -1.82
80 H 1.50 -3.82 3.20
81 H 1.73 -2.11 2.87
82 H 3.00 -3.26 2.49
83 H -1.00 -4.24 1.64
84 H -1.24 -3.54 0.05
85 H -1.13 -2.50 1.45
86 H 1.16 -5.79 0.49
87 H 2.65 -5.13 -0.14
88 H 1.16 -4.98 -1.06
89 H 5.38 -2.42 1.56
90 H 4.25 -1.18 2.06
91 H 5.75 -0.73 1.30
92 H 4.51 -4.05 -0.17
93 H 5.60 -3.35 -1.35
94 H 3.93 -3.69 -1.79
95 H 4.40 0.48 -1.87
96 H 4.75 -0.99 -2.78
97 H 5.94 -0.34 -1.65

Mulliken population analysis, charges in e, atoms 1 to 4: atom 1 (Au): 1.697, atom 2 (Cl): -0.248, atom 3 (C): 0.252, atom 4 (C): 0.456